{"formula": "C27H57ClN3O3", "method": "ωB97M-V/def2-TZVPD", "de_lowest_kj_mol": 938.89, "mol_weight_da": 507.224, "total_charge": -1, "homo_energy_ha": -0.116, "e_lumo_ev": 2.76, "homo_lumo_gap_ev": 5.9, "symbols": ["C", "C", "H", "C", "H", "C", "H", "C", "N", "H", "H", "H", "H", "C", "H", "H", "H", "H", "C", "C", "H", "H", "H", "C", "H", "H", "H", "C", "H", "H", "H", "C", "H", "H", "C", "H", "H", "H", "H", "H", "O", "C", "H", "H", "C", "C", "C", "C", "H", "N", "H", "H", "H", "C", "C", "C", "H", "H", "H", "H", "H", "H", "H", "H", "C", "H", "C", "H", "N", "O", "H", "H", "H", "H", "H", "H", "H", "C", "C", "O", "H", "C", "H", "C", "H", "H", "H", "H", "H", "C", "Cl"], "xyz": [[0.269831, -4.761834, 3.047505], [1.551984, 2.278496, -5.472086], [0.983634, 1.130088, 1.027140], [-1.837263, 2.200224, 4.868289], [-1.261151, 1.870025, -5.842163], [1.883429, -0.242813, -3.909936], [0.556812, 0.476913, -1.706717], [1.173776, -1.288058, -4.810467], [0.960715, 0.834178, -3.454028], [1.964966, -3.958084, 0.815281], [0.953997, -5.210968, 2.327579], [1.772707, -2.198676, -4.822761], [-0.993208, 2.669158, -3.115219], [-2.631545, -3.755269, 0.606999], [1.538377, 2.780285, 0.750986], [0.467297, 3.552917, -3.250219], [3.750243, 0.926124, -4.177380], [-3.420893, 0.345419, 3.776941], [0.652366, 2.152205, 0.843679], [0.736489, -3.349374, 3.189310], [-1.816984, -4.249335, 3.096858], [0.292678, -5.335475, 3.974058], [1.731350, -3.380959, 3.633556], [-0.576377, 4.146943, 1.855286], [-0.961792, 4.071973, 0.838461], [2.803106, -0.201732, -1.774576], [2.066197, -2.331189, 0.037629], [0.952973, 2.733525, 3.368273], [-0.016501, 0.666957, -6.251900], [-3.346252, 3.545345, 2.044044], [0.569193, 2.827252, 4.384165], [-0.565219, -4.860328, -0.120619], [-2.938102, -3.080009, 1.405849], [0.348183, -5.402417, 0.124170], [-0.104819, 2.628066, 2.207757], [-1.244322, 4.931387, 3.838156], [0.040164, -2.463997, -0.513427], [-0.777812, 3.561194, -4.595949], [-4.418915, 1.756969, 4.002453], [-0.510805, -4.356351, -1.085575], [0.053127, 0.384542, -2.518738], [-0.593055, 1.108845, -5.439240], [3.598420, -0.507728, -5.095398], [1.773028, -1.552281, -2.218380], [0.443589, 1.778277, -4.490626], [-2.809210, 3.641130, 2.987710], [-1.159700, -3.956721, 0.995685], [0.909338, -0.959727, 2.216180], [-1.054469, 1.441775, 4.877117], [-1.253621, 1.742702, 2.453568], [-1.263061, -5.677618, -0.302687], [-3.571809, 3.947666, 3.703660], [-1.675163, -5.643112, 2.360306], [2.679850, 1.273586, -5.844610], [-3.629024, 1.338492, 3.378722], [3.019250, 0.343857, -4.738375], [2.074641, 3.093172, -4.970860], [-0.552679, 0.449060, 3.566939], [1.686520, 1.928875, 3.418663], [1.055313, -1.019173, -5.860124], [3.562549, 1.873967, -6.064784], [1.889169, -0.732052, 2.635936], [-2.589991, 1.914033, 5.602859], [3.386251, -1.451908, -2.773671], [-0.244501, 2.979513, -3.844057], [-2.784992, -3.135914, -0.276710], [0.763601, -2.440681, 1.865089], [0.184801, -1.517772, -4.413914], [-0.509243, -2.605792, 1.162846], [-1.002364, 0.398768, 2.720273], [0.287449, -0.761894, 3.089236], [0.045658, 1.955504, -0.040240], [-1.217915, 0.328889, -5.004136], [1.171257, 2.702680, -6.401188], [-3.311783, -4.602301, 0.518050], [-3.963722, 1.173934, 2.354518], [0.217692, -2.814177, 3.984604], [-1.650012, 4.682824, 2.857478], [-1.125812, -4.702008, 2.385889], [-0.612794, -1.928683, -0.056605], [-1.924724, 5.606510, 2.348118], [1.966738, -2.879745, 0.974262], [0.200069, 4.908488, 1.927989], [2.500693, -0.839031, -2.605537], [2.934895, -2.664051, 1.426190], [-1.528041, 3.190253, 5.203437], [2.466742, 0.850546, -6.826297], [1.585922, 3.601618, 3.184193], [0.670935, -0.287834, 1.391663], [-2.342837, 2.220412, 3.390641], [0.644513, 0.161512, -0.357046]], "forces_ev_per_angstrom": [[-1.0, 0.1, -1.8], [1.3, 0.0, 1.3], [0.6, 2.2, 1.3], [-0.3, 0.2, -0.4], [0.0, 0.0, -0.2], [-0.2, 1.1, 0.4], [0.5, 0.8, -0.5], [0.2, -0.6, 0.7], [2.2, 1.6, -1.8], [-0.1, -0.1, -0.3], [0.1, -0.5, 0.1], [0.0, -0.3, 0.1], [-0.1, -0.4, -0.1], [-0.1, 1.8, 0.7], [0.0, 0.3, -0.4], [0.1, 0.3, -0.3], [-0.2, -0.2, 0.9], [0.2, 0.0, 0.0], [-0.5, 2.1, 4.9], [0.8, 1.6, 0.1], [0.1, 1.1, 0.0], [-0.1, 0.1, 0.0], [0.5, 0.2, -0.4], [-1.0, -1.9, 2.0], [-0.2, 0.3, 0.1], [-0.5, 0.6, -0.5], [-0.6, 0.0, -0.2], [0.2, -0.1, -0.3], [-0.4, -0.1, -0.2], [0.2, 0.1, -0.3], [-0.3, 0.2, -0.1], [-0.2, -0.6, 0.3], [-0.8, -0.1, 0.1], [0.4, 0.5, 0.0], [1.6, 1.5, -1.5], [0.2, -0.1, 0.0], [0.3, 0.7, -1.4], [0.4, 0.3, 0.0], [0.1, 0.3, -0.1], [0.3, 0.2, 0.1], [-2.9, 0.1, -7.1], [0.0, -0.2, -0.1], [0.1, -0.1, -0.2], [-0.1, 0.2, 0.3], [-0.9, -1.1, -0.7], [0.8, 0.4, -0.2], [0.6, -1.0, 0.4], [0.7, -1.3, 2.1], [0.2, 0.4, 0.8], [-3.0, 1.7, -0.2], [-0.3, 0.0, 0.1], [0.1, 0.2, 0.3], [0.6, -0.7, -0.8], [-1.1, 1.1, -1.2], [1.1, -0.6, -0.7], [0.9, -0.2, 0.4], [-0.1, 0.3, 0.2], [0.3, -0.4, 0.4], [-0.2, -0.5, -0.3], [0.1, 0.4, 0.2], [0.1, 0.1, 0.0], [0.7, -0.2, -0.4], [-0.3, -0.3, -0.2], [0.2, -0.1, -0.7], [0.1, -0.4, 0.7], [0.5, -0.2, -0.3], [1.0, -0.8, 0.0], [0.0, -0.1, 0.1], [-2.6, -1.5, 1.3], [-1.1, 2.2, -0.1], [0.5, -1.0, -0.4], [-0.3, 1.9, 0.7], [0.1, 0.1, 0.3], [-0.5, 0.0, 0.2], [0.5, -0.4, 0.3], [-0.2, 0.2, 0.0], [-0.7, 0.1, -0.2], [-0.4, -1.2, -1.4], [-0.3, 0.0, 0.2], [-0.1, -2.0, 0.9], [-0.8, 0.2, 0.5], [0.3, -0.2, 0.4], [0.6, -0.6, -0.4], [-0.3, -1.5, -0.6], [-0.1, 0.1, 0.6], [0.6, -0.2, -0.1], [-0.3, -0.7, 0.1], [-0.1, 0.2, -0.1], [0.1, -1.2, 1.1], [-0.2, 0.5, 0.6], [2.3, -4.9, 1.3]], "mulliken_charge": [-0.706, -1.190, 0.361, -1.570, 0.466, 2.005, 0.295, -1.986, 0.508, 0.338, 0.281, 0.457, 0.375, -1.859, 0.318, 0.413, 0.453, 0.376, -1.985, -1.396, 0.407, 0.439, 0.328, -1.065, 0.389, 0.302, 0.145, -1.746, 0.433, 0.435, 0.303, -1.838, 0.432, 0.314, 1.991, 0.256, 0.247, 0.428, 0.440, 0.365, -0.305, -1.794, 0.384, 0.215, 1.389, -1.293, 1.668, -1.064, 0.277, -0.308, 0.526, 0.355, 0.498, -0.673, -2.096, -1.194, 0.458, 0.217, 0.263, 0.408, 0.394, 0.554, 0.474, 0.481, -1.870, 0.301, 2.160, 0.314, 0.464, -0.033, 0.196, 0.732, 0.162, 0.267, 0.341, 0.474, 0.409, -0.627, -1.386, -0.270, 0.432, -1.540, 0.374, -2.127, 0.472, 0.290, 0.363, 0.435, -1.492, 1.847, -0.486]}